# 1
{"formula": "C13H20", "method": "the ωB97M-V functional and the def2-TZVPD basis", "symbols": ["C", "C", "C", "C", "C", "C", "C", "C", "C", "C", "C", "C", "C", "H", "H", "H", "H", "H", "H", "H", "H", "H", "H", "H", "H", "H", "H", "H", "H", "H", "H", "H", "H"], "coordinates": [[-2.31476, -1.51547, 1.08499], [-2.46157, -0.48412, -0.03364], [-3.76820, 0.28273, 0.17002], [-1.24304, 0.45999, -0.06809], [-1.35547, 1.51609, -1.17835], [0.03549, -0.28778, -0.25848], [0.33101, -1.37983, -0.99164], [1.73912, -1.75294, -0.87956], [2.35847, -0.94563, -0.00878], [3.71111, -0.47542, 0.36413], [3.55962, 1.05902, 0.23667], [2.04670, 1.39344, 0.32030], [1.32314, 0.05025, 0.49529], [-2.30270, -1.01867, 2.05254], [-3.15626, -2.20714, 1.06729], [-1.39788, -2.08973, 0.97835], [-2.51109, -1.00897, -0.99349], [-3.69189, 0.94160, 1.03317], [-4.58502, -0.41482, 0.34938], [-4.02255, 0.87675, -0.70285], [-1.18879, 0.98858, 0.89252], [-1.43930, 1.03606, -2.15056], [-2.21736, 2.15698, -1.01981], [-0.46743, 2.14508, -1.18583], [-0.34736, -1.93043, -1.62175], [2.17119, -2.55948, -1.44823], [4.49835, -0.86886, -0.27729], [3.93513, -0.75457, 1.39659], [3.94868, 1.37812, -0.73127], [4.12786, 1.58147, 1.00698], [1.83616, 2.07643, 1.14327], [1.72213, 1.87335, -0.60130], [1.12649, -0.12205, 1.55944]], "atomic_forces_ev_per_a": [[-0.02, -0.04, -0.30], [0.01, 0.13, 0.36], [0.14, -0.18, -0.23], [-0.19, -0.16, -0.38], [0.00, 0.01, 0.29], [1.43, -0.39, 0.32], [-0.43, 0.30, -0.07], [0.45, -0.15, 0.18], [-1.44, 0.35, 0.01], [0.19, -0.09, -0.05], [0.20, 0.11, 0.05], [-0.08, 0.09, 0.04], [-0.03, -0.14, -0.27], [0.00, 0.07, 0.19], [-0.04, -0.05, 0.07], [0.03, -0.05, 0.06], [0.03, 0.00, -0.02], [-0.01, 0.11, 0.12], [-0.09, 0.00, 0.01], [-0.09, 0.13, -0.04], [-0.05, -0.07, 0.02], [-0.03, -0.06, -0.11], [-0.12, 0.12, -0.05], [0.03, 0.05, -0.06], [-0.25, -0.07, -0.09], [0.18, -0.06, -0.14], [0.05, -0.02, 0.06], [0.08, -0.01, 0.01], [0.03, 0.03, 0.06], [0.05, 0.01, -0.06], [-0.04, 0.06, -0.06], [-0.01, 0.05, -0.02], [0.01, -0.07, 0.12]], "mulliken_charge": [-1.528, 0.616, -1.647, 0.665, -1.674, -1.188, 0.103, -0.998, -0.040, -0.727, -0.679, -0.737, 0.630, 0.327, 0.442, 0.371, 0.198, 0.343, 0.445, 0.384, 0.499, 0.313, 0.448, 0.378, 0.479, 0.432, 0.358, 0.274, 0.284, 0.285, 0.308, 0.234, 0.399], "e_above_lowest_ev": 0.000, "orbital_gap_ha": 0.3227, "e_lumo_ev": 0.91, "max_force_ev_per_a": 1.517, "e_homo_ha": -0.289, "smiles": "CC(C)[C@H](C)C1=CC=C2CCC[C@H]21"}

***

# 2
{"formula": "C13H23BrO5SZn", "method": "the ωB97M-V functional and the def2-TZVPD basis", "symbols": ["C", "C", "C", "C", "C", "C", "C", "C", "C", "O", "C", "O", "C", "O", "S", "O", "O", "C", "C", "Br", "H", "H", "H", "H", "H", "H", "H", "H", "H", "H", "H", "H", "H", "H", "H", "H", "H", "H", "H", "H", "H", "H", "H", "Zn"], "coordinates": [[0.47734, -3.45153, 1.26616], [1.63275, -3.04191, 0.36201], [1.90257, -1.53877, 0.32749], [0.82609, -0.78278, -0.46251], [0.90294, 0.76048, -0.46840], [-0.29014, 1.29758, -1.31464], [-1.63868, 1.08839, -0.58398], [-2.82205, 0.55641, -1.44674], [-3.01279, -0.95361, -1.18097], [-3.97436, -1.25557, -0.14092], [-3.56204, -1.07951, 1.10728], [-2.50515, -1.48884, 1.55617], [2.24742, 1.16206, -1.13308], [2.32618, 2.55970, -1.42621], [2.17493, 3.58359, -0.21183], [3.37105, 3.59291, 0.57463], [1.62144, 4.78820, -0.73447], [0.87401, 2.89793, 0.87896], [1.02942, 1.39431, 0.90806], [-0.30974, 0.61767, 2.23030], [0.69493, -3.13106, 2.32603], [-0.49016, -3.02841, 0.96704], [0.34662, -4.53883, 1.28534], [2.54125, -3.55066, 0.70584], [1.41394, -3.39993, -0.65448], [2.01171, -1.18948, 1.37568], [2.86864, -1.36141, -0.15922], [0.96948, -1.08402, -1.50891], [-0.18944, -1.06761, -0.17208], [-0.30184, 0.70586, -2.24068], [-0.18365, 2.33734, -1.63302], [-1.96762, 2.04420, -0.15953], [-1.50981, 0.32912, 0.17588], [-2.63420, 0.66323, -2.51879], [-3.73133, 1.09644, -1.17110], [-3.35212, -1.45248, -2.09258], [-2.05439, -1.42126, -0.92740], [-4.26366, -0.52404, 1.74241], [3.09836, 0.88913, -0.49307], [2.33967, 0.60540, -2.06884], [1.07269, 3.31008, 1.87499], [-0.10538, 3.23840, 0.53983], [2.03464, 1.17321, 1.28905], [0.12050, -1.34995, 3.41026]], "atomic_forces_ev_per_a": [[-0.60, 0.13, -1.08], [0.35, 0.05, 0.43], [-0.19, -0.05, -0.22], [0.46, 0.31, -0.05], [-0.39, -0.10, -0.51], [-0.33, -0.66, 0.12], [-0.45, 0.51, -0.91], [0.34, -0.62, 0.61], [0.37, -0.36, -1.06], [0.18, 1.05, 0.33], [0.10, -0.41, 0.19], [0.30, 0.23, -0.05], [0.34, -0.18, 0.40], [-0.68, -0.06, 0.24], [0.59, 1.60, 0.25], [-0.57, -0.59, -0.38], [0.27, -0.84, 0.05], [-0.62, -0.68, 0.70], [1.64, 0.55, -1.39], [-0.41, 0.19, 1.21], [0.20, 0.15, 0.82], [0.15, 0.05, 0.09], [0.07, 0.18, 0.48], [-0.18, 0.00, -0.21], [0.01, -0.02, 0.22], [0.01, 0.08, -0.09], [-0.06, -0.05, 0.29], [-0.30, -0.05, 0.16], [0.18, -0.14, 0.05], [0.12, 0.13, 0.13], [0.17, -0.11, 0.15], [0.21, -0.23, 0.33], [-0.14, 0.30, 0.19], [-0.08, 0.24, 0.15], [0.00, -0.14, -0.33], [-0.32, 0.01, 0.40], [-0.18, 0.01, 0.02], [-0.28, -0.33, -0.15], [-0.08, 0.03, -0.17], [-0.01, 0.43, -0.08], [0.17, 0.24, -0.35], [0.20, -0.03, -0.18], [-0.51, -0.30, 0.59], [-0.05, -0.49, -1.37]], "mulliken_charge": [-0.651, -0.691, -0.360, -0.047, 1.451, -1.355, 0.869, -0.891, -0.236, -0.342, 0.064, -0.431, -1.284, -0.301, 1.215, -0.582, -0.563, -0.794, -1.105, 0.381, -0.066, 0.287, 0.413, 0.398, 0.389, 0.048, 0.343, 0.645, -0.800, 0.656, 0.480, 0.334, -0.959, 0.426, 0.407, 0.384, 0.115, 0.455, 0.636, 0.434, 0.566, 0.372, 0.922, 0.768], "orbital_gap_ha": 0.1948, "charge": 2, "e_lumo_ev": -11.63, "max_force_ev_per_a": 2.213, "e_homo_ha": -0.622}

***

# 3
{"formula": "C45H30Br3IrN10O2S2", "method": "the ωB97M-V functional and the def2-TZVPD basis", "symbols": ["Ir", "Br", "C", "C", "C", "Br", "C", "C", "C", "C", "N", "C", "C", "O", "H", "H", "H", "H", "Br", "C", "C", "C", "C", "C", "C", "N", "N", "C", "C", "C", "C", "O", "C", "N", "C", "C", "C", "C", "H", "H", "H", "H", "H", "H", "H", "H", "H", "N", "S", "C", "C", "C", "C", "C", "C", "C", "C", "C", "C", "C", "C", "H", "H", "H", "H", "H", "H", "H", "H", "H", "H", "H", "N", "C", "N", "C", "C", "C", "C", "C", "C", "S", "H", "H", "H", "H", "H", "H", "N", "C", "N", "C", "N"], "coordinates": [[0.05065, -0.53065, -0.19652], [-1.30738, 3.37078, 2.33700], [0.29444, 2.50828, 2.86787], [0.95306, 2.99550, 4.00956], [2.09963, 2.40909, 4.43400], [2.98079, 3.11353, 5.95025], [2.62180, 1.27887, 3.75655], [3.80346, 0.60784, 4.14895], [4.22304, -0.48753, 3.45975], [3.44347, -0.93616, 2.37667], [2.34666, -0.34489, 1.98815], [1.92604, 0.76845, 2.62914], [0.73829, 1.43740, 2.12649], [0.00800, 1.10403, 1.05291], [0.53731, 3.83868, 4.54265], [4.36625, 0.98124, 4.99330], [5.12641, -1.01434, 3.73582], [3.74328, -1.82343, 1.82461], [-5.98704, 3.03809, 5.16504], [-6.05267, 2.96839, 3.29098], [-7.20415, 2.50805, 2.66006], [-7.24127, 2.44644, 1.28348], [-6.11583, 2.81653, 0.53159], [-4.96957, 3.30724, 1.17827], [-4.94464, 3.38115, 2.55543], [-6.22451, 2.64410, -0.83231], [-5.23918, 2.86536, -1.62076], [-4.13030, 2.19505, -1.69681], [-3.13508, 2.75403, -2.59141], [-1.85880, 2.32682, -2.61309], [-1.45300, 1.26607, -1.73615], [-0.27765, 0.84428, -1.69208], [-2.46923, 0.59500, -0.92516], [-2.01456, -0.48843, -0.25086], [-2.90455, -1.29378, 0.31573], [-4.26947, -1.01875, 0.28208], [-4.72430, 0.13005, -0.31853], [-3.80092, 0.97586, -0.94873], [-8.05853, 2.20180, 3.24691], [-8.12442, 2.10006, 0.76345], [-4.11178, 3.63382, 0.60500], [-4.07058, 3.75360, 3.07013], [-3.46163, 3.57257, -3.21944], [-1.11302, 2.77033, -3.25753], [-2.52763, -2.19957, 0.76716], [-4.95627, -1.72119, 0.73089], [-5.78128, 0.34737, -0.34918], [2.05280, -0.40532, -1.03917], [2.48173, 0.65059, -2.15955], [4.23890, 0.92247, -1.96732], [4.84520, 0.59790, -0.76829], [6.19944, 0.86860, -0.60724], [6.91885, 1.46297, -1.63074], [6.29093, 1.79378, -2.82730], [4.94382, 1.52879, -3.00127], [2.45920, -0.19193, -3.72376], [3.30851, -1.26590, -3.96571], [3.20494, -1.94319, -5.16749], [2.26483, -1.54647, -6.11339], [1.42202, -0.47563, -5.86161], [1.51536, 0.20858, -4.65639], [2.37990, -1.33706, -1.27658], [4.26152, 0.14578, 0.02068], [6.68690, 0.61628, 0.32535], [7.97133, 1.67568, -1.49941], [6.85291, 2.25919, -3.62579], [4.45373, 1.78043, -3.93405], [4.04859, -1.56009, -3.23055], [3.86045, -2.77897, -5.37204], [2.19455, -2.07631, -7.05389], [0.69190, -0.17242, -6.59969], [0.85684, 1.03962, -4.43768], [-1.39283, -0.44343, 2.83210], [-0.83483, -1.60959, 2.48901], [-0.09724, -1.82716, 1.41551], [0.40882, -3.14821, 1.41833], [1.28103, -3.70651, 0.49092], [1.65687, -5.02896, 0.64086], [1.18426, -5.80277, 1.70069], [0.33601, -5.25264, 2.64244], [-0.03088, -3.92353, 2.48632], [-1.05410, -2.97943, 3.52859], [-1.33897, 0.34228, 2.18906], [-2.05916, -0.41088, 3.58386], [1.64044, -3.11987, -0.33820], [2.32722, -5.47219, -0.08336], [1.48228, -6.83831, 1.78886], [-0.02958, -5.83835, 3.47495], [-0.17900, -2.09481, -1.52013], [-1.04063, -2.65009, -2.09030], [-1.94206, -3.26268, -2.72652], [-3.18268, -3.33146, -2.28211], [-4.27342, -3.39583, -1.89938]], "atomic_forces_ev_per_a": [[-0.85, -0.01, -1.46], [0.00, 0.02, -0.02], [0.08, 0.11, 0.14], [-0.18, 0.13, -0.03], [0.14, -0.08, 0.03], [0.00, 0.03, 0.05], [-0.07, -0.02, -0.02], [-0.03, 0.13, 0.04], [0.06, -0.09, -0.06], [0.00, -0.05, 0.12], [-0.04, 0.00, -0.27], [-0.19, 0.11, -0.24], [-0.17, -0.12, -0.40], [0.73, -0.31, 0.24], [0.01, 0.02, -0.03], [-0.03, 0.00, 0.01], [-0.01, 0.00, 0.00], [-0.04, -0.01, 0.00], [0.00, 0.01, 0.09], [0.02, 0.00, -0.10], [-0.04, -0.01, -0.03], [-0.02, -0.03, 0.12], [-0.10, -0.07, -0.27], [0.02, 0.03, 0.03], [-0.03, 0.00, -0.01], [0.06, 0.02, 0.13], [0.10, 0.03, 0.10], [-0.07, 0.02, -0.12], [0.06, -0.06, 0.02], [-0.01, 0.03, -0.05], [0.01, 0.03, 0.10], [-0.02, 0.23, -0.17], [0.17, 0.05, 0.03], [-0.25, 0.30, 0.92], [0.00, -0.05, -0.24], [0.00, -0.06, -0.03], [0.00, 0.03, -0.02], [-0.04, -0.09, 0.00], [0.00, 0.02, 0.00], [0.01, 0.00, -0.01], [0.01, 0.00, 0.01], [-0.01, 0.01, 0.00], [-0.02, 0.02, 0.03], [0.01, 0.01, 0.02], [0.02, 0.03, 0.09], [0.01, -0.03, -0.06], [0.00, 0.00, 0.02], [-0.12, -0.46, 0.95], [-0.09, 0.17, 0.17], [0.09, -0.11, -0.03], [0.04, 0.00, 0.00], [-0.02, 0.01, 0.03], [0.00, 0.01, -0.03], [0.01, 0.01, 0.03], [-0.02, -0.01, 0.00], [-0.02, -0.01, -0.07], [-0.02, 0.02, -0.01], [0.00, -0.02, -0.01], [0.02, -0.01, 0.00], [0.00, 0.02, 0.02], [-0.03, -0.04, 0.00], [0.21, 0.08, 0.10], [-0.05, -0.02, 0.04], [0.00, 0.00, 0.00], [0.00, -0.01, 0.00], [0.00, 0.00, 0.00], [0.00, -0.01, 0.00], [0.01, 0.02, -0.01], [0.00, 0.00, 0.00], [-0.01, -0.01, 0.01], [0.00, 0.00, 0.00], [0.02, 0.01, 0.00], [-0.34, 0.02, -0.20], [0.31, 0.11, -0.02], [0.50, -0.51, -0.03], [0.03, 0.19, 0.00], [0.04, 0.03, 0.06], [0.02, 0.01, 0.01], [0.00, -0.01, -0.01], [0.01, 0.02, -0.01], [-0.02, -0.08, 0.00], [0.00, -0.02, 0.10], [0.17, 0.01, 0.07], [0.06, -0.01, 0.04], [0.00, -0.02, -0.01], [0.00, 0.00, 0.00], [0.01, 0.01, 0.00], [0.00, 0.01, 0.00], [-0.03, 0.22, 0.13], [-0.15, 0.19, 0.30], [0.08, -0.17, -0.55], [0.06, -0.03, 0.27], [-0.02, 0.07, -0.02]], "mulliken_charge": [1.733, -0.192, 0.126, -0.659, 0.066, -0.221, 0.952, -1.041, -1.098, -0.576, 0.393, 0.353, -0.520, -0.192, 0.462, 0.347, 0.480, 0.527, -0.146, -0.107, -0.411, -0.154, 0.002, 0.041, -0.560, -0.756, -0.156, -0.042, -0.519, -1.040, 0.390, 0.139, -0.143, 0.516, 0.019, -1.621, -0.373, 0.995, 0.447, 0.495, 0.495, 0.361, 0.499, 0.561, 0.509, 0.509, 0.818, -0.285, 0.515, 0.320, -0.397, -0.490, -0.520, -0.690, -0.495, 0.373, -0.144, -0.805, -0.471, -0.673, -0.350, 0.096, 0.263, 0.463, 0.398, 0.407, 0.433, 0.460, 0.439, 0.419, 0.438, 0.413, 0.195, -0.266, 1.204, -0.819, -0.167, -1.051, -0.697, -0.551, 0.714, -0.323, -0.246, 0.214, 0.277, 0.445, 0.413, 0.434, -0.492, 0.784, -0.862, 0.546, -0.579], "e_above_lowest_ev": 1.225, "orbital_gap_ha": [0.1969, 0.1938], "charge": 1, "e_lumo_ev": [-4.55, -4.63], "s_squared": 0.784, "multiplicity": 2, "max_force_ev_per_a": 1.690, "e_homo_ha": [-0.364, -0.364]}

***

# 4
{"formula": "C3H7N3", "method": "the ωB97M-V functional and the def2-TZVPD basis", "symbols": ["N", "C", "C", "C", "N", "N", "H", "H", "H", "H", "H", "H", "H"], "coordinates": [[-1.64174, -0.87345, -0.15068], [-0.66501, 0.05810, 0.14728], [-0.54748, 1.40638, 0.00255], [0.91112, 1.41208, 0.13683], [0.64296, -0.25361, 0.52160], [1.31734, -1.29464, -0.11321], [-2.48923, -0.50343, -0.54944], [-1.54368, -1.80795, 0.22016], [-1.26338, 2.20583, 0.06614], [1.38765, 2.03152, 0.89746], [1.51115, 1.30212, -0.76193], [1.52019, -2.04248, 0.53788], [0.86011, -1.64046, -0.95464]], "atomic_forces_ev_per_a": [[0.91, 0.48, 0.24], [-0.38, 0.45, -0.75], [-0.89, -0.33, 0.06], [0.31, -2.31, 0.40], [0.32, 1.69, 0.29], [0.18, -0.04, -0.36], [0.03, -0.53, 0.21], [-0.47, 0.33, -0.10], [-0.07, 0.04, -0.09], [0.09, -0.20, 0.05], [0.04, 0.20, -0.06], [-0.07, 0.13, -0.08], [0.02, 0.10, 0.18]], "mulliken_charge": [-0.451, 0.258, -0.542, -0.279, -0.100, -0.577, 0.199, 0.220, 0.367, 0.240, 0.199, 0.231, 0.234], "e_above_lowest_ev": 2.822, "orbital_gap_ha": 0.3147, "e_lumo_ev": 1.02, "max_force_ev_per_a": 2.368, "e_homo_ha": -0.277, "smiles": "NC1=CCN1N"}